No. 1
Molecular formula: C3H6INO2
Method: DFT, wB97M-V/def2-TZVPD

Values from the calculation:
E_HOMO (spin up / spin down)   -8.171 / -8.405 eV
Gap between HOMO and LUMO (spin up / spin down)   0.309 / 0.270 Ha
Energy above the lowest of the compared OMol25 structures with the same formula, charge and spin   132.1 kcal per mole
Molar mass   214.99 g/mol

CARTESIAN COORDINATES (ANGSTROEM)
C 0.2175 -1.2938 0.6629
H 1.9524 1.2242 -1.2386
O -0.1186 -1.1161 -0.7001
N 0.2823 0.0172 -1.2584
C -1.9214 1.0812 -0.3732
H -0.2391 -0.5332 1.3993
H -0.1534 -2.3540 0.8213
H 1.7755 0.1586 0.2384
H 0.7652 1.6601 0.0242
O -1.8501 2.1347 0.0744
C 1.2004 0.8140 -0.5698
I -3.2748 -0.4779 0.0353
H 1.3642 -1.3150 0.8842



No. 2
Molecular formula: C34H55ClFN5O3
Method: DFT, wB97M-V/def2-TZVPD

Values from the calculation:
E_HOMO   -7.881 eV
Gap between HOMO and LUMO   0.304 Ha
Molar mass   636.30 g/mol

CARTESIAN COORDINATES (ANGSTROEM)
H -6.5223 -2.0612 -0.9585
O -0.4569 0.7305 2.0845
H -3.2356 -3.5350 -0.6086
C -4.8880 -4.5469 0.2378
H 1.5152 0.8109 -5.0451
H 0.7425 1.1549 5.8841
H -6.3007 -6.1992 0.4130
H 1.9655 -0.9338 3.1871
C -8.2902 -2.9189 0.0929
C 2.7869 2.0022 -1.1807
N 2.6343 -6.1956 3.2608
H 4.5238 2.9072 -1.8937
O 1.8289 2.2106 -0.1653
H 2.7897 -3.0381 4.0241
H -6.8362 -0.1427 0.6201
C 2.6198 -0.1208 2.9106
C 0.9843 1.0979 0.0973
C -0.0547 1.7500 5.4427
H 0.5817 2.4736 1.6938
C 2.1592 -1.0703 -0.2742
H -5.1506 -3.8162 0.9832
C 2.6196 -4.0082 3.5881
N 1.9731 1.6643 -6.9454
C 4.1149 3.8613 -0.0537
H 2.3361 1.7691 -2.1484
C 0.1275 0.7504 -1.1301
H -9.8927 -2.8058 1.6553
H -4.8626 -7.2487 -1.6409
C -4.6954 -6.3053 -1.1488
C 3.6343 3.2617 -1.3734
H 3.4089 -2.2265 1.0928
N 1.6850 -0.0384 0.6776
H 1.4542 -3.5865 1.7182
C 1.6025 2.7965 -7.6180
H 2.6040 0.9669 -7.2926
H 1.4374 -1.8722 -0.4065
H 3.5967 -2.5581 -0.6019
H 1.0536 4.5355 -1.3961
H 2.2984 5.6413 -0.7667
C 3.4654 -1.7513 0.1210
C -9.0414 -2.3641 1.1653
O 0.1703 1.7131 4.0279
C -1.1494 -1.2925 -0.1446
H 1.5807 5.9171 -2.3469
H -8.7453 -0.4186 2.2147
H 1.5387 -6.2757 1.4328
H 1.1421 3.4959 5.8373
H -0.1408 3.2051 6.9982
C 0.0229 1.7051 1.1625
C -0.8755 1.2436 3.2823
N -7.4271 -0.9523 0.6245
H -1.6634 -0.1350 -1.8261
C 0.1123 3.1695 5.9391
C -5.4479 -5.7567 -0.0739
C 0.7299 3.4903 -6.8237
H 3.4711 1.1954 -0.9041
F -1.7739 2.2837 3.0658
H 4.2239 4.9394 -0.1466
H 2.8105 -7.1737 3.3913
H 4.3334 -1.1072 0.0143
H -0.1138 1.7108 -1.5855
H -2.9246 -5.4384 -2.1935
H 4.9679 4.5857 -3.1517
C 0.5695 2.7470 -5.6230
N -3.8315 -4.3429 -0.6066
C -1.2097 0.0525 -0.8545
H 2.3427 -0.6652 -1.2686
C -3.7048 -5.4095 -1.4525
C 1.3504 1.6270 -5.7280
H 5.0931 3.4867 0.2388
H 0.6484 0.1861 -1.8992
C -8.4835 -1.1520 1.4716
Cl -0.8727 -2.6178 -1.3388
H 4.3227 5.9871 -2.3319
H 3.7099 5.5109 -3.9380
H -1.9159 0.6957 -0.3378
C 1.9219 -4.2957 2.3822
H 3.4035 1.1014 1.3983
H -0.5381 3.8484 5.3976
H -1.4167 0.4481 3.7977
C 4.0544 5.1492 -2.9717
C 1.9479 -5.6530 2.2095
H 3.2684 0.3083 3.6619
C 3.0451 -5.2017 4.1062
H -8.4554 -3.8652 -0.3935
H 2.5157 3.7034 -3.1404
C 1.9149 5.1478 -1.6524
H 1.9898 3.0100 -8.5992
C 2.9631 4.2760 -2.3274
H -0.4306 -1.3360 0.6629
H 0.2590 4.4259 -7.0738
H 3.6020 -5.4277 4.9990
H -1.0244 1.3430 5.7142
H 3.4315 3.6874 0.7727
C -7.3016 -2.0256 -0.2167
H -2.1246 -1.4986 0.2860
C 2.6433 0.3742 1.6623
H -0.7978 2.2229 0.6755
H -0.0481 3.0063 -4.7789



No. 3
Molecular formula: C28H59NO9PS
Method: DFT, wB97M-V/def2-TZVPD

Values from the calculation:
E_HOMO   -10.368 eV
Gap between HOMO and LUMO   0.196 Ha
Molar mass   616.82 g/mol
Charge   +1

CARTESIAN COORDINATES (ANGSTROEM)
H -2.1063 7.4652 -1.4527
C -2.8479 7.0019 -0.8029
O 4.1980 -1.6631 -1.0597
H 3.9293 1.6649 -0.8801
C -5.3018 -7.9347 -3.3094
O -5.1075 7.1503 -0.1367
C -3.6329 5.8730 -1.4683
H 1.0877 2.0906 7.5291
H 0.8390 3.3781 2.1140
H 0.2715 6.2142 -0.3882
H -5.2437 -7.6606 -5.4797
H -3.8931 6.1508 -2.4917
O -1.1840 -0.6749 -0.7413
H 0.7591 1.2602 4.9337
C 10.0688 -0.5576 -0.3406
C 9.4847 1.6234 -1.5157
H -4.7336 5.1654 0.2675
H -0.6721 4.0091 -0.4636
H 7.0703 -1.5983 -0.7831
C -5.1670 -4.9977 0.8406
H -3.7270 8.5465 0.4858
H -4.2960 -3.7146 -0.6640
H 9.6507 -0.3038 0.6380
H -5.7669 5.4773 -1.1390
H 2.4950 1.6753 6.5461
O 1.3521 3.1699 4.4275
H 1.9476 -1.5538 -0.2497
O -6.3281 -7.6214 -2.3685
C 5.9041 0.1361 -1.9657
H -5.5253 -4.8095 -1.3107
H -4.2020 8.6500 -1.2190
C -7.4794 -7.1241 -3.0550
H -5.9389 -5.7732 0.8659
H -2.1182 -2.4863 -0.4297
C 0.6921 3.2578 1.0403
H 3.3115 3.7131 4.7725
H -4.8739 -8.9071 -3.0625
H 5.3958 0.1548 -2.9301
P 4.6778 -0.3343 -0.7015
C 1.6373 2.3470 6.6254
H -2.1930 -5.0192 0.6975
C -7.0345 -6.8419 -4.4851
C -2.9763 -5.7835 0.6135
H 2.8698 3.3938 0.8419
H 0.9920 -0.8500 1.0607
C -5.9503 -7.9003 -4.6868
H -3.1007 4.9229 -1.4989
C -3.6184 -5.7664 -0.7677
H 1.3146 4.4590 6.9495
H 5.9885 0.3976 0.9086
S 7.1537 -1.1732 -2.0704
C 2.3034 4.0118 5.0832
H -2.3368 6.6267 0.0874
H -1.1494 4.4604 1.1771
H 3.0054 3.9938 7.1549
H -5.5487 -4.1112 1.3483
H 11.1073 -0.2243 -0.3714
H 0.1690 -3.1652 -0.7455
C 9.3049 0.1571 -1.4058
C 0.5925 5.5306 0.3976
C -3.9633 7.9599 -0.4026
H 0.3861 0.6539 -0.7201
C 0.7779 2.2587 5.3715
C 1.9581 3.6439 0.2882
H 0.4922 -0.6305 -1.9386
H -7.8449 -6.2365 -2.5370
H -4.0685 -6.7352 -0.9886
C -4.7157 -4.7210 -0.5876
C 2.1024 3.8013 6.5781
H -4.5128 -7.1782 -3.2298
O 3.5554 0.7813 -0.7348
H 1.9991 3.1571 -0.6984
O 1.9080 5.0507 0.0898
C -4.8837 5.8192 -0.5991
C -0.2963 4.3005 0.5202
O -4.0140 -5.4731 1.5408
H -1.7230 -1.5701 1.0346
H 0.6377 6.0836 1.3411
H -0.2523 2.5669 5.5743
H 0.3834 2.2300 0.8535
H -7.8521 -6.9080 -5.2009
H -6.5999 -5.8423 -4.5553
C 0.2061 -0.4072 -0.9036
H 0.1220 -3.1363 1.0201
C 0.0048 -2.5270 0.1255
H -6.4051 -8.8660 -4.9155
H -2.5428 -6.7504 0.8719
N 8.5694 -0.4973 -2.2606
H -2.9077 -5.5280 -1.5594
H -8.2633 -7.8877 -3.0265
H 9.3198 2.0900 -0.5409
H 10.5225 1.8516 -1.7823
O 5.3901 -0.3394 0.7238
H 6.3878 1.1041 -1.8142
H 2.1383 5.0436 4.7710
C 0.9375 -1.3187 0.0737
C -1.3617 -1.8583 0.0419
H 8.8521 2.0672 -2.2800
H 10.0365 -1.6305 -0.5102



No. 4
Molecular formula: C3HNO2
Method: DFT, wB97M-V/def2-TZVPD

Values from the calculation:
E_HOMO (spin up / spin down)   -9.128 / -9.131 eV
Gap between HOMO and LUMO (spin up / spin down)   0.272 / 0.272 Ha
Energy above the lowest of the compared OMol25 structures with the same formula, charge and spin   52.8 kcal per mole
Molar mass   83.05 g/mol

CARTESIAN COORDINATES (ANGSTROEM)
O 4.1067 -1.6571 -0.3885
C 4.1451 -0.5010 -0.0842
O 4.0143 1.9782 0.0799
N 0.0034 -0.1333 0.9491
H -0.0575 -1.5548 -0.6526
C -0.0410 -0.8237 0.0454
C 4.0520 0.7918 0.0812



No. 5
Molecular formula: C4H12N2O2
Method: DFT, wB97M-V/def2-TZVPD

Values from the calculation:
E_HOMO (spin up / spin down)   0.012 / -3.547 eV
Gap between HOMO and LUMO (spin up / spin down)   0.138 / 0.268 Ha
Spin multiplicity   2
Energy above the lowest of the compared OMol25 structures with the same formula, charge and spin   44.0 kcal per mole
Molar mass   120.15 g/mol
Charge   -1

CARTESIAN COORDINATES (ANGSTROEM)
H -1.0030 -2.8496 -0.9515
C -0.8752 -2.3180 -0.0011
C 1.3102 0.5204 -0.4081
H -2.1916 -2.2683 1.6438
H 0.1158 3.8598 -0.5872
H -0.0209 2.7201 -1.4138
H -2.9117 -2.5559 0.2540
H -0.2224 0.6878 1.0910
O 1.3385 2.6443 0.7622
H -1.4883 -0.3472 -0.6543
H 0.8210 0.7419 -1.3866
N -0.7688 -0.9003 -0.2293
H 0.0079 -2.6753 0.5280
C 1.9674 1.5973 0.4152
O 0.0273 3.6749 -1.5383
C 0.2393 -0.1340 0.5210
H 3.0471 1.4221 0.6361
N -2.0601 -2.7547 0.7637
H 1.9417 -0.3309 -0.7361
H 0.7259 -0.7344 1.2915



No. 6
Molecular formula: C2H14B2Cl2CoN2O12
Method: DFT, wB97M-V/def2-TZVPD

Values from the calculation:
E_HOMO (spin up / spin down)   -6.448 / -6.437 eV
Gap between HOMO and LUMO (spin up / spin down)   0.288 / 0.172 Ha
Spin multiplicity   5
Energy above the lowest of the compared OMol25 structures with the same formula, charge and spin   3.3 kcal per mole
Molar mass   409.60 g/mol
Charge   -1

CARTESIAN COORDINATES (ANGSTROEM)
O -0.6371 0.4175 -2.8609
B 1.9966 0.3491 2.3279
H -3.1714 -0.2915 -2.6232
O -2.6490 -2.6732 3.6780
O -1.1762 1.0801 1.1149
C -2.4242 -1.0791 -2.7205
O -2.7879 2.6368 1.7863
H 1.6341 -0.6612 2.4373
B 1.8123 -2.1054 0.0419
H 1.7235 -2.4064 -0.9905
H 2.0865 0.7916 3.3079
H 2.2113 2.7988 -2.9766
H 1.3449 4.0333 -1.9315
O -0.9073 -4.0917 2.9877
N 1.9155 2.1246 -1.1324
Cl -1.7091 -2.9988 2.5818
H -2.6872 -1.9142 -2.0712
C 1.4197 2.9946 -2.2533
O 1.2362 1.2037 -0.8288
O -2.6037 2.1292 -0.5169
H 0.3992 2.6691 -2.4549
Co 0.5363 -0.4676 0.7520
H -2.2473 -1.3717 -3.7554
O 2.8235 2.5230 -0.4221
H 0.8270 -2.2719 0.4491
H 2.9792 0.3737 1.8827
O -0.8900 3.3595 0.5289
O -0.8228 -1.9226 2.4039
H 1.3226 0.8763 1.6706
Cl -1.8557 2.3140 0.7547
O -0.6927 -0.8524 -1.1307
O -2.5268 -3.3320 1.4583
H 2.5459 -2.6802 0.5855
H 2.1177 -1.0728 0.1110
N -1.1435 -0.4822 -2.1914